[1]
55
Properties=species:S:1:pos:R:3:forces:R:3 method="wB97M-V/def2-TZVPD" de_lowest_kj_mol=66.4 e_homo_ev=-0.8009 lumo_ev=4.768 charge=-2
Pd -0.1461 -1.0780 0.1995 -0.3 0.5 -0.3
C -2.6845 -1.9110 1.9153 0.0 0.1 -0.1
C -1.1955 -2.0707 2.0877 0.0 -0.4 0.5
N -0.5205 -1.5402 3.0639 -0.1 0.1 0.0
O -1.3243 -0.6277 3.8464 0.0 0.0 -0.1
C -0.5117 -3.1300 1.3199 -0.1 0.3 -0.2
C 0.5858 -3.9587 1.9119 0.1 0.1 0.0
N -1.1197 -3.4689 0.1753 -0.1 -0.4 0.2
O -0.6730 -4.4984 -0.4339 0.0 0.0 0.0
H -3.0518 -1.0229 2.4208 0.0 0.0 0.0
H -3.1708 -2.7890 2.3515 0.0 0.0 0.0
H -2.9299 -1.8952 0.8556 0.0 0.0 0.0
H -0.6357 -0.0495 4.1867 0.0 -0.1 0.0
H 1.1816 -3.3728 2.6078 0.0 0.0 0.0
H 1.2156 -4.3477 1.1130 0.0 0.0 0.0
H 0.1700 -4.8245 2.4456 0.0 0.0 0.0
C -2.6572 2.9580 1.6740 0.0 0.0 0.0
C -1.9887 1.6959 1.1741 0.1 0.0 0.0
O -1.5436 1.9318 -0.1598 -0.1 0.0 0.1
P -0.9504 0.6053 -0.9685 0.4 -0.3 0.0
O -2.2681 0.2222 -1.8632 0.0 0.1 0.0
C -2.9883 1.2259 -2.5696 0.1 0.0 0.0
C -4.4018 1.2991 -2.0280 0.0 0.0 0.0
O -0.1661 1.4319 -2.1266 -0.4 0.0 0.0
C 1.1598 1.9163 -1.8149 -0.3 -0.1 -0.2
C 1.1199 3.3791 -1.4287 0.1 0.0 0.0
H -2.9866 2.8280 2.7074 0.0 0.0 0.0
H -3.5262 3.2065 1.0606 0.0 0.0 0.0
H -1.9625 3.7990 1.6330 0.0 0.0 0.0
H -2.6801 0.8505 1.2012 -0.1 0.0 0.0
H -1.1377 1.4204 1.8029 0.0 0.0 0.0
H -2.9900 0.9484 -3.6280 0.0 0.0 0.0
H -2.4914 2.1930 -2.4824 0.0 0.0 0.0
H -4.8795 0.3194 -2.0750 0.0 0.0 0.0
H -5.0034 2.0110 -2.6013 0.0 0.0 0.0
H -4.3843 1.6185 -0.9847 0.0 0.0 0.0
H 1.7425 1.7784 -2.7280 0.0 0.0 0.0
H 1.6388 1.3063 -1.0378 -0.1 0.2 -0.1
H 0.6607 3.9836 -2.2162 0.0 0.0 0.0
H 2.1403 3.7327 -1.2626 0.0 0.0 0.0
H 0.5491 3.5234 -0.5115 0.0 0.0 0.0
C 2.7315 -1.2054 -1.3106 -0.1 -0.3 -0.3
C 3.6520 -0.2490 -0.5145 0.1 0.0 0.0
O 3.1423 0.9316 -0.2115 0.5 -0.2 0.4
C 4.0998 -1.0068 0.7741 0.0 -0.1 0.0
F 4.9047 -2.0898 0.5361 0.0 0.0 0.0
F 4.7843 -0.2335 1.6367 0.0 0.0 0.0
F 3.0374 -1.4778 1.4455 0.0 0.0 0.0
C 4.9334 -0.0553 -1.4107 0.0 0.0 0.0
F 5.4386 -1.1820 -1.9935 0.0 0.0 0.1
F 4.6615 0.7765 -2.4372 0.0 0.0 0.0
F 5.9727 0.4973 -0.7429 0.0 0.0 0.0
H 1.7293 -1.3244 -0.8630 0.4 0.2 0.1
H 3.1511 -2.2063 -1.4405 0.1 0.0 0.0
H 2.5668 -0.7747 -2.3011 0.0 0.0 0.0

---

[2]
10
Properties=species:S:1:pos:R:3:forces:R:3 method="wB97M-V/def2-TZVPD" smiles=CC#C[NH3+] de_lowest_kj_mol=484.3 e_homo_ev="-14.0965 / -14.0934" lumo_ev="-5.042 / -5.046" charge=+1
C -0.4445 -0.3747 -0.3053 4.5 8.2 10.8
C 0.0319 0.4165 0.9170 -5.0 -6.7 -8.5
C -1.0438 -1.5297 -0.7969 4.0 0.6 -2.2
N 0.9084 1.4856 1.2574 -2.1 1.0 -1.1
H -0.7007 -2.3050 -0.1590 0.3 -1.3 0.1
H -2.0456 -1.4340 -0.8714 -3.3 0.0 -0.7
H -0.4331 -1.4099 -1.8110 -1.6 -1.4 1.2
H 0.5132 2.4457 1.1219 0.0 -0.7 0.5
H 1.6233 1.3953 0.6103 2.7 0.2 -1.4
H 1.2295 1.3259 2.1829 0.5 0.1 1.3

---

[3]
169
Properties=species:S:1:pos:R:3:forces:R:3 method="wB97M-V/def2-TZVPD" e_homo_ev=-10.2174 lumo_ev=-4.016 charge=+1
C -0.1738 1.0712 -3.9018 -0.5 0.3 1.2
C -0.4383 2.2007 -2.9857 -0.8 -0.3 -1.6
C -0.2121 2.3117 -1.3751 -0.4 0.3 -0.4
C 1.3717 2.0363 -1.2760 2.5 0.8 0.1
N 1.8743 0.6328 -1.4596 1.5 0.8 0.6
N -0.2866 3.7696 -0.8740 -3.6 1.3 2.2
P 0.8742 5.1105 -0.9767 1.3 2.0 -2.7
S 1.4155 5.5013 -2.8228 -0.3 -0.5 1.2
C -1.4368 4.0805 -0.2066 1.3 -1.0 -1.0
C -2.5691 2.8106 -0.0840 3.5 3.7 -0.2
C -3.0999 3.2055 1.3984 0.8 1.9 0.3
C -3.9937 2.3699 2.3696 -1.7 -0.6 2.6
C -5.2038 1.3907 1.9214 -0.3 -1.2 1.7
C -4.7719 -0.2223 1.7809 -1.7 0.8 -0.9
C -6.1916 -1.0096 1.3742 0.1 -0.8 0.3
C -5.9297 -2.2152 0.2907 0.3 -0.6 -0.6
C -7.0629 -2.3482 -0.8871 -0.1 -1.6 -0.2
C -8.6087 -2.1015 -0.3980 -0.3 0.0 -1.6
C -9.1557 -0.7479 -1.1738 -0.8 0.4 -0.1
C -10.0461 0.2548 -0.2297 0.3 0.1 -0.7
C -3.4620 3.2595 -1.4293 -0.2 -1.3 -0.6
Cl -3.7742 5.1372 -1.4340 0.9 -1.5 0.1
C -4.9263 2.6355 -1.6465 -1.7 2.4 -2.1
C -6.1204 3.5834 -0.9497 -1.1 -2.0 0.5
Cl -5.1670 0.8231 -1.4669 0.5 1.6 0.2
C -1.3441 1.6676 -0.3123 -0.1 -0.3 -2.7
C -0.3934 1.2477 0.9170 -0.1 -1.3 0.9
C -0.9921 0.7841 2.3482 0.9 4.5 7.2
O -0.8432 1.6255 3.4148 -0.9 -5.2 -7.4
O -1.5884 -0.5100 2.7319 3.4 0.5 0.0
C -0.6636 -1.3190 3.5533 5.6 -0.2 2.0
C -1.2406 -2.7675 4.1109 -0.8 -0.1 -0.2
O 0.6003 -1.0138 3.8532 -8.2 -1.2 -2.5
O -1.9477 0.7369 -1.2520 0.8 -1.1 2.5
C -1.9568 -0.6587 -0.8939 -1.2 -3.0 -0.6
C -0.7460 -1.6024 -1.4640 0.0 -1.3 0.3
C 0.0046 -2.3870 -0.1909 0.5 -0.2 -0.7
H 0.7849 1.0610 -4.5940 -2.8 0.9 0.2
H -0.8537 0.0924 -3.9741 2.4 1.6 1.5
H -0.9327 3.1620 -3.4972 2.8 -1.3 1.0
H 1.8915 2.6781 -2.1408 -1.6 -1.1 1.9
H 1.8768 2.4468 -0.2747 -1.5 -0.6 -1.8
H 2.6635 0.6555 -2.1744 -1.6 -0.1 1.0
H 2.3843 0.3879 -0.5614 -1.0 0.1 -1.5
H 0.1716 6.3163 -0.5172 0.2 -1.6 0.4
H 2.0277 4.9565 -0.1164 -1.2 -0.4 0.0
H -1.5207 5.1526 0.2500 0.0 -2.2 -0.8
H -2.1028 3.4927 2.0012 -2.0 -0.8 -1.2
H -3.6144 4.2787 1.2503 1.0 -2.4 0.1
H -3.4132 1.7343 3.2027 -0.8 1.5 -2.2
H -4.5400 3.1802 3.0733 1.4 -1.5 -1.7
H -5.9356 1.3425 2.8717 1.8 0.4 -2.3
H -5.9035 1.7560 1.0668 1.6 -0.7 1.5
H -4.3312 -0.6373 2.7979 -0.8 1.0 -2.3
H -4.0708 -0.3626 0.8611 -0.9 0.2 1.9
H -7.0141 -0.2634 0.9744 1.9 -1.4 0.8
H -6.6566 -1.5279 2.3386 1.0 1.3 -1.9
H -4.8845 -2.0893 -0.2699 -2.1 -0.1 1.3
H -5.8645 -3.2857 0.8105 -0.1 2.4 -0.9
H -7.0129 -3.4784 -1.2669 0.1 2.5 0.8
H -6.8237 -1.6986 -1.8558 -0.5 -1.2 2.3
H -8.7695 -2.0913 0.7609 0.5 0.3 -2.2
H -9.2836 -2.9946 -0.8131 1.5 1.9 1.0
H -8.2857 -0.0954 -1.6347 -1.6 -1.5 1.0
H -9.8408 -1.0644 -2.0981 1.6 0.5 2.0
H -10.9605 0.6393 -0.8547 1.6 -0.7 1.4
H -10.4158 -0.3138 0.7242 0.6 1.2 -1.8
H -9.3721 1.1752 0.0400 -1.5 -1.8 -0.1
H -2.8892 3.1193 -2.4362 -0.7 0.0 2.3
H -5.1634 2.8189 -2.8101 0.8 -0.6 2.6
H -6.5066 4.4242 -1.6753 1.2 -1.6 1.6
H -7.0378 2.8355 -0.8011 1.9 1.6 -0.3
H -5.8355 3.9548 0.1227 -0.5 -0.5 -2.2
H 0.2732 0.3162 0.5768 -1.4 2.2 0.5
H 0.2801 2.1996 1.1836 -1.6 -2.4 -0.4
H -0.4088 -3.6003 4.1009 -1.4 2.2 -0.1
H -1.6092 -2.6827 5.2384 0.8 0.2 -2.5
H -2.1419 -3.1782 3.4714 1.8 1.1 1.2
H -2.9523 -1.1127 -1.3816 2.1 1.3 1.1
H -2.0576 -0.9068 0.2437 0.2 1.0 -1.9
H -1.2211 -2.4934 -2.1020 0.8 2.1 1.3
H 0.0198 -1.0827 -2.1704 -1.4 -0.6 1.6
H -0.2050 -1.8850 0.8438 0.2 -1.0 -1.9
H 1.1729 -2.3727 -0.3511 -2.3 -0.2 0.3
H -0.3602 -3.5212 -0.1759 0.9 2.6 0.2
C 2.8695 2.9023 -6.2379 -0.2 0.1 0.1
C 3.7407 1.6962 -6.0223 1.0 -0.4 -0.9
O 3.5072 0.8731 -5.1394 -0.6 -0.1 0.2
N 4.8186 1.5242 -6.8388 -1.9 0.0 0.3
C 5.2641 2.3647 -7.9244 0.3 -0.3 0.1
H 2.0541 2.8970 -5.5089 0.2 -0.1 -0.1
H 3.4527 3.8161 -6.0967 -0.1 0.0 -0.2
H 2.4359 2.8771 -7.2410 0.1 0.2 0.1
H 5.3520 0.6891 -6.6277 0.0 0.5 0.0
H 5.2743 1.7624 -8.8362 0.0 0.3 -0.1
H 6.2823 2.6934 -7.7017 0.0 0.1 -0.2
H 4.6226 3.2350 -8.0685 0.1 -0.2 0.1
C -2.8839 -6.4502 -1.4564 0.0 -0.1 0.2
C -3.8342 -5.5693 -2.2188 -0.8 0.6 0.1
O -4.8019 -5.0354 -1.6806 0.5 -0.2 -0.2
N -3.6020 -5.3666 -3.5466 -0.1 0.0 0.6
C -2.5339 -5.8951 -4.3610 -0.2 0.2 -0.3
H -3.2040 -6.5126 -0.4124 0.0 0.1 -0.3
H -2.8862 -7.4584 -1.8790 0.2 0.1 0.0
H -1.8764 -6.0268 -1.4838 0.0 -0.2 -0.1
H -4.2869 -4.7623 -3.9854 0.1 -0.2 0.1
H -1.9812 -5.0519 -4.7826 0.2 -0.2 -0.1
H -2.9821 -6.4712 -5.1744 0.3 -0.1 0.0
H -1.8532 -6.5316 -3.7945 -0.2 0.1 0.0
C -8.0609 2.2389 4.5759 0.2 0.1 0.1
C -8.6293 1.5566 3.3628 -0.3 -0.4 -0.8
O -8.0006 1.4690 2.3099 -0.6 0.3 0.5
N -9.8812 1.0242 3.4489 0.8 0.3 -0.1
C -10.7774 1.0192 4.5803 -0.3 -0.2 -0.3
H -7.0575 2.6098 4.3478 -0.3 -0.1 0.0
H -8.6879 3.0894 4.8559 0.1 -0.1 0.2
H -7.9867 1.5297 5.4045 -0.1 0.2 0.1
H -10.1892 0.5836 2.5900 0.1 0.1 0.2
H -11.0044 -0.0209 4.8274 -0.1 0.2 0.3
H -11.6994 1.5254 4.2836 0.0 0.0 0.3
H -10.3515 1.5173 5.4521 0.0 -0.1 -0.2
C 5.6358 1.1231 -3.2219 -0.2 0.4 0.2
C 6.8063 0.8506 -4.1252 0.9 -0.3 -0.3
O 6.8378 1.2471 -5.2884 0.3 -0.1 0.5
N 7.8566 0.1408 -3.6242 -0.8 0.5 -0.5
C 8.0163 -0.4097 -2.2995 0.4 -0.1 0.1
H 4.8818 1.6982 -3.7670 0.4 -0.3 0.2
H 5.1844 0.1814 -2.8987 0.0 0.1 0.1
H 5.9581 1.7089 -2.3571 0.0 -0.2 0.1
H 8.6025 0.0013 -4.2957 -0.1 0.1 0.2
H 8.9175 0.0243 -1.8593 -0.2 -0.2 0.1
H 8.1504 -1.4900 -2.3962 -0.1 0.0 0.3
H 7.1599 -0.2040 -1.6563 0.0 0.0 -0.2
C 12.3643 -0.8942 -3.5882 -0.1 0.0 -0.2
C 12.0416 -0.2740 -2.2572 -0.2 0.3 0.7
O 11.0088 0.3660 -2.0699 0.3 -0.1 -0.2
N 12.9315 -0.4351 -1.2373 -0.6 0.3 -0.7
C 14.1894 -1.1430 -1.2483 0.0 0.1 0.4
H 11.5589 -0.6770 -4.2955 0.2 0.0 0.3
H 13.2930 -0.4733 -3.9826 0.0 -0.2 0.0
H 12.4500 -1.9791 -3.4852 0.2 0.1 -0.1
H 12.6396 0.0125 -0.3764 0.0 -0.4 0.0
H 14.1425 -1.9276 -0.4892 0.3 -0.1 -0.1
H 14.9781 -0.4349 -0.9823 0.2 -0.3 -0.1
H 14.4095 -1.5871 -2.2198 -0.1 0.1 0.2
C -0.2366 -4.5534 7.3377 0.1 0.1 -0.2
C -0.9017 -5.6807 8.0773 -0.4 -1.1 0.0
O -1.1348 -6.7629 7.5426 0.2 0.7 0.2
N -1.2508 -5.4810 9.3798 0.1 -0.1 -0.6
C -1.0679 -4.2977 10.1857 -0.2 -0.3 0.3
H -0.0211 -4.8680 6.3126 -0.1 -0.1 0.3
H -0.9010 -3.6860 7.3002 0.2 0.1 0.1
H 0.7068 -4.2911 7.8238 -0.1 0.2 0.0
H -1.6927 -6.2880 9.8043 0.1 0.2 -0.1
H -0.4572 -4.5686 11.0505 0.0 0.3 0.0
H -2.0510 -3.9687 10.5314 0.2 0.3 0.1
H -0.5846 -3.4892 9.6360 -0.1 -0.2 0.0
C 10.4108 1.5967 3.4174 -0.1 -0.1 0.2
C 11.3200 1.1988 2.2882 0.4 -0.6 -0.5
O 11.6181 0.0255 2.0742 -0.1 0.5 0.0
N 11.8211 2.1807 1.4863 -0.2 -0.6 0.4
C 11.5973 3.6044 1.5658 0.3 0.0 -0.4
H 10.0958 0.7026 3.9630 0.2 0.1 -0.2
H 10.9402 2.2555 4.1107 -0.2 0.1 -0.1
H 9.5197 2.0929 3.0241 0.1 0.1 0.1
H 12.4235 1.8292 0.7513 -0.2 0.2 0.2
H 11.1582 3.9310 0.6199 0.0 0.3 0.2
H 12.5664 4.0922 1.6972 -0.2 0.3 0.1
H 10.9362 3.8775 2.3891 0.1 -0.2 -0.1